No. 1
ORCA calculation (wB97M-V/def2-TZVPD) on a molecular structure, C34H26FHfN6O3S3 in a non-equilibrium geometry.

Structure (XYZ):
```
74
Properties=species:S:1:pos:R:3:forces:R:3
Hf -1.458 -26.308 4.056 -1.5 -2.0 1.4
S -0.068 -27.331 5.923 0.1 -0.1 -0.1
C -1.329 -28.219 6.769 -2.4 -0.5 -2.4
C -1.161 -28.462 8.126 0.7 -0.7 4.0
N -1.020 -28.647 9.277 -0.3 0.4 -2.5
C -2.525 -28.661 6.164 2.1 2.1 -0.6
S -3.083 -28.247 4.534 0.5 0.1 0.3
C -3.514 -29.354 6.855 -1.9 -2.2 2.6
N -4.279 -29.985 7.478 1.3 1.3 -1.3
S -2.959 -25.708 -0.378 -0.4 0.3 0.5
C -3.942 -24.587 0.541 -0.5 -0.1 0.4
C -4.905 -23.691 0.056 0.2 0.0 0.2
C -5.601 -22.916 0.986 0.2 -0.9 -0.9
C -5.432 -23.128 2.339 0.9 0.3 0.5
C -4.423 -23.945 2.830 0.2 -0.8 -0.3
C -3.673 -24.736 1.934 -0.5 1.7 -0.8
N -2.601 -25.570 2.210 -0.4 -1.3 -1.6
C -2.228 -26.221 1.082 0.6 0.7 1.1
C -1.206 -27.249 1.131 1.8 -1.0 -0.1
C -0.608 -27.801 -0.029 -0.8 0.7 0.5
C 0.262 -28.867 0.070 -0.1 -0.1 -0.4
C 0.538 -29.380 1.319 0.1 -0.4 0.6
C 0.093 -28.757 2.487 0.9 -0.6 -0.3
C -0.723 -27.651 2.416 -0.9 0.9 -0.8
H -5.121 -23.595 -1.014 0.2 0.0 0.5
H -6.289 -22.178 0.626 -0.4 0.2 -0.1
H -6.009 -22.554 3.040 -0.2 0.1 0.2
H -4.240 -24.011 3.895 -0.1 -0.1 0.1
H -0.811 -27.330 -0.975 -0.2 -0.2 -0.5
H 0.690 -29.345 -0.814 -0.2 0.3 0.2
H 1.118 -30.290 1.387 0.2 0.0 0.1
H 0.453 -29.150 3.449 -0.3 0.3 -0.4
F 3.945 -23.035 1.722 -0.5 0.6 1.2
C 3.209 -22.596 2.833 1.7 -0.7 -1.6
C 2.127 -23.365 3.143 -0.8 0.0 0.3
C 1.253 -22.923 4.170 0.9 -0.2 -0.5
C 0.067 -23.680 4.477 0.2 -1.2 -0.6
O -0.133 -24.787 3.752 1.0 3.7 1.8
C -0.747 -23.133 5.521 -1.1 -1.6 -1.1
C -0.402 -21.995 6.189 1.8 0.3 -0.6
N 0.827 -21.384 5.997 -1.7 -0.7 -0.8
C 1.093 -20.177 6.712 0.4 1.4 0.5
C 2.249 -20.153 7.699 -0.9 -0.6 0.1
C 0.819 -20.106 8.206 -0.4 -0.6 -0.8
C 1.627 -21.764 4.897 -0.7 -0.7 1.1
C 2.815 -21.095 4.642 0.9 -1.2 -2.6
C 3.674 -21.468 3.534 -2.3 0.7 2.2
N 4.801 -20.677 3.290 0.2 -0.2 0.3
C 4.703 -19.244 3.221 -1.2 0.2 -0.2
C 5.899 -18.477 3.810 -1.0 0.1 -0.2
N 7.195 -19.194 3.571 0.1 -1.0 0.0
C 7.113 -20.289 2.522 0.0 0.0 -1.4
C 5.995 -21.287 2.771 -0.1 -1.6 0.0
C -2.143 -23.731 5.783 -1.5 -0.2 0.4
O -3.018 -23.010 6.263 1.5 -0.9 -0.6
O -2.318 -24.996 5.429 0.3 2.2 0.2
H 1.914 -24.296 2.572 0.1 1.0 0.5
H -1.095 -21.544 6.892 0.2 -0.1 0.0
H 0.896 -19.225 6.152 0.2 -1.1 0.4
H 2.737 -19.196 7.754 0.6 -0.1 0.1
H 2.802 -21.104 7.866 -0.3 1.0 -0.2
H 0.419 -19.115 8.478 0.2 -0.9 0.3
H 0.384 -21.038 8.648 0.5 1.2 -0.2
H 3.051 -20.244 5.205 0.4 0.9 0.8
H 3.776 -18.992 3.791 0.9 0.3 -0.7
H 4.566 -18.922 2.174 -0.1 0.0 0.2
H 5.730 -18.327 4.874 0.5 -0.1 0.1
H 5.956 -17.505 3.313 0.1 -0.2 0.2
H 7.499 -19.675 4.438 0.1 0.7 -0.4
H 7.909 -18.535 3.236 -0.1 -0.2 0.6
H 8.076 -20.809 2.522 -0.2 0.2 0.0
H 7.002 -19.819 1.511 0.0 -0.1 1.0
H 6.296 -22.084 3.481 0.2 0.5 -0.1
H 5.761 -21.876 1.857 0.5 0.7 0.1
```
Forces are in eV/Å.

Summary:
- Relative energy (zero: lowest compared OMol25 entry of this formula, charge and spin): 0.71 kcal/mol
- LUMO energy: -4.1 eV
- Largest force on an atom: 4.20 eV/Å
- Net charge: +1
- Kohn-Sham gap: 4.51 eV
- E_HOMO: -8.6 eV

---

No. 2
ORCA calculation (wB97M-V/def2-TZVPD) on 2 unconnected molecules or ions with the total composition C34H26NO6S3 in a non-equilibrium geometry.

Structure (XYZ):
```
70
Properties=species:S:1:pos:R:3:forces:R:3
C -4.010 3.674 2.040 0.2 -0.1 0.0
C -3.339 3.492 0.825 0.1 0.0 0.2
C -2.016 3.044 0.821 0.0 0.0 0.1
C -1.373 2.785 2.035 -0.6 -0.2 -0.1
S 0.318 2.228 2.015 -0.2 1.5 -0.9
C 0.258 0.514 1.584 -0.5 -1.1 0.2
C -0.868 -0.229 1.437 0.8 1.4 0.8
C -0.906 -1.668 1.712 0.2 -1.9 -0.4
C -0.211 -2.588 0.909 -0.2 0.1 0.0
C -0.257 -3.955 1.159 -0.1 0.1 0.5
C -0.947 -4.436 2.281 0.0 0.2 -0.3
C -1.582 -3.532 3.147 0.1 -0.1 -0.4
C -1.571 -2.166 2.854 0.2 0.5 -0.4
S 1.863 -0.311 1.449 1.1 0.1 -0.2
C 3.072 0.873 2.021 0.4 0.1 0.1
C 3.813 1.618 1.104 -0.3 0.0 0.1
C 4.756 2.538 1.566 0.0 -0.2 0.0
C 4.982 2.673 2.936 -0.2 -0.1 -0.1
C 4.263 1.896 3.846 -0.1 -0.1 -0.1
C 3.313 0.989 3.393 -0.1 -0.1 -0.1
O 1.933 -1.416 2.375 -0.2 0.3 -0.2
O 2.096 -0.526 0.027 -0.2 0.0 1.4
O 0.993 2.908 0.927 -0.3 -0.3 0.8
O 0.788 2.373 3.380 -0.1 -0.4 -0.6
C -2.040 2.965 3.252 0.0 -0.1 -0.1
C -3.364 3.408 3.254 0.2 0.0 -0.2
H -5.042 4.031 2.040 0.3 -0.1 0.0
H -3.832 3.707 -0.126 0.1 -0.1 0.4
H -1.472 2.906 -0.112 -0.1 0.0 0.1
H -1.812 0.295 1.268 0.1 -0.1 0.4
H 0.393 -2.241 0.073 -0.3 -0.1 0.2
H 0.260 -4.622 0.457 -0.2 0.2 0.5
H -0.997 -5.518 2.440 0.0 0.4 0.1
H -2.107 -3.903 4.034 0.2 0.2 -0.3
H -2.028 -1.431 3.520 -0.1 -0.4 -0.1
H 3.629 1.471 0.042 0.0 0.2 0.2
H 5.304 3.143 0.843 -0.1 -0.2 0.2
H 5.717 3.385 3.302 -0.1 -0.1 -0.1
H 4.418 1.995 4.920 0.1 0.0 -0.3
H 2.739 0.384 4.093 0.1 0.2 -0.2
H -1.510 2.763 4.181 -0.1 0.0 -0.2
H -3.877 3.555 4.207 0.1 0.0 -0.4
C -0.247 -5.773 -3.429 0.0 0.2 0.1
C -0.266 -4.874 -4.500 -0.1 0.0 0.2
C -0.659 -3.547 -4.302 -0.1 -0.1 0.1
C -1.101 -3.136 -3.040 0.2 -0.3 0.1
S -1.769 -1.479 -2.778 1.4 0.3 0.5
C -0.542 -0.527 -2.023 -0.5 -0.8 -0.2
C -0.185 0.732 -2.527 0.0 0.3 0.0
C 1.155 1.224 -2.382 -0.2 0.1 -0.2
C 1.545 2.400 -3.000 -0.1 -0.1 0.6
C 0.577 3.228 -3.602 0.1 0.3 -0.4
C 0.910 4.498 -4.185 0.3 1.2 -1.1
N 1.116 5.514 -4.733 -0.3 -1.7 1.1
C -0.757 2.789 -3.676 -0.1 0.1 0.0
C -1.142 1.577 -3.163 0.3 0.2 -0.1
O -1.987 -1.006 -4.128 -0.6 0.2 -0.1
O -2.887 -1.689 -1.882 -0.5 -0.2 -0.1
C -1.090 -4.037 -1.977 0.0 -0.1 0.0
C -0.622 -5.339 -2.153 -0.1 0.1 -0.3
H 0.044 -6.814 -3.585 0.0 0.3 0.0
H 0.013 -5.212 -5.500 0.0 0.1 0.3
H -0.654 -2.842 -5.130 -0.1 -0.1 0.2
H 0.096 -1.005 -1.297 0.0 -0.2 -0.3
H 1.841 0.606 -1.794 -0.1 0.3 -0.6
H 2.600 2.694 -3.013 -0.4 0.0 0.2
H -1.505 3.408 -4.169 0.2 0.0 0.1
H -2.182 1.272 -3.250 0.3 0.0 0.1
H -1.464 -3.716 -1.008 0.0 -0.1 -0.3
H -0.584 -6.019 -1.300 -0.1 0.1 -0.3
```
Forces are in eV/Å.

Summary:
- LUMO energy: 2.1 eV
- Largest force on an atom: 2.02 eV/Å
- Net charge: -1
- Kohn-Sham gap: 5.53 eV
- E_HOMO: -3.4 eV

---

No. 3
ORCA calculation (wB97M-V/def2-TZVPD) on a molecular structure, C34H27BrIO4PPd.

Structure (XYZ):
```
69
Properties=species:S:1:pos:R:3:forces:R:3
Pd 0.687 -1.186 -0.909 -0.4 -0.3 -0.2
C 6.254 3.176 0.902 0.0 -0.1 0.0
O 6.748 2.232 -0.021 0.1 0.1 0.0
C 5.817 1.413 -0.622 -0.1 -0.1 0.0
C 6.283 0.670 -1.711 0.0 0.0 0.0
C 5.374 -0.142 -2.366 0.0 0.1 0.0
C 4.032 -0.235 -2.007 0.0 -0.2 0.0
C 3.088 -1.024 -2.836 0.0 0.2 0.3
C 3.497 -2.373 -3.383 0.1 -0.1 0.0
O 1.948 -0.635 -3.013 0.1 0.2 -0.6
C 3.566 0.466 -0.846 0.1 -0.1 0.2
O 2.396 0.328 -0.339 -0.1 0.1 -0.3
C 4.515 1.308 -0.185 0.0 0.0 -0.2
H 7.082 3.844 1.134 0.0 0.0 0.0
H 5.910 2.700 1.826 0.0 0.0 0.0
H 5.424 3.749 0.481 0.0 0.0 0.0
H 7.316 0.751 -2.020 0.0 0.0 0.0
H 5.715 -0.693 -3.238 0.0 0.0 0.0
H 4.573 -2.545 -3.367 0.0 0.0 0.0
H 3.110 -2.492 -4.395 0.0 0.0 0.0
H 3.000 -3.118 -2.752 0.0 0.0 0.0
H 4.153 1.846 0.681 0.0 0.0 0.0
O 0.456 -3.916 -1.675 -0.3 -0.1 -0.2
C -0.189 -2.863 -1.624 0.6 0.0 0.1
C -1.672 -2.897 -1.898 -0.1 0.0 -0.2
C -2.204 -3.813 -2.807 0.0 0.0 0.1
C -3.542 -3.763 -3.165 0.0 -0.1 0.0
C -4.376 -2.809 -2.589 0.2 0.0 0.0
C -3.846 -1.896 -1.679 0.0 0.1 0.0
C -2.492 -1.893 -1.359 0.0 -0.2 0.1
P -1.648 -0.671 -0.256 0.2 0.0 0.3
C -3.192 -0.142 0.732 0.0 0.0 0.0
C -3.484 -0.525 2.044 -0.1 0.0 0.0
C -4.577 -0.001 2.728 0.1 0.0 0.0
C -5.399 0.944 2.129 0.0 0.0 0.0
C -5.096 1.379 0.844 0.1 0.0 0.0
C -3.999 0.855 0.172 -0.1 0.0 0.0
C -0.902 -1.809 0.991 0.1 -0.2 0.1
C 0.330 -1.477 1.602 -0.3 0.2 0.5
C 1.024 -2.411 2.355 -0.1 0.0 0.0
C 0.521 -3.702 2.523 0.0 0.0 0.0
C -0.707 -4.028 1.972 0.0 0.0 0.0
C -1.416 -3.092 1.220 0.0 0.1 0.1
H -1.539 -4.570 -3.208 0.0 0.0 0.0
H -3.946 -4.481 -3.873 0.0 0.0 0.0
H -5.429 -2.770 -2.844 0.0 0.0 0.0
H -4.506 -1.166 -1.227 0.0 0.0 0.0
H -2.849 -1.254 2.533 0.0 0.0 0.0
H -4.790 -0.341 3.737 0.0 0.0 0.0
H -6.252 1.349 2.661 0.0 0.0 0.0
H -5.709 2.139 0.370 0.0 0.0 0.0
H -3.753 1.222 -0.821 0.0 0.0 0.0
H 0.690 -0.455 1.582 0.1 0.0 -0.2
H 1.972 -2.129 2.799 0.0 0.0 0.0
H 1.082 -4.440 3.085 0.0 0.0 0.0
H -1.118 -5.022 2.112 0.0 0.0 0.0
H -2.370 -3.365 0.786 0.0 0.0 0.0
Br 0.488 3.263 3.817 0.0 0.0 -0.1
C -0.584 4.082 2.477 0.0 0.1 0.1
C -1.505 5.024 2.918 -0.1 0.1 0.0
C -2.311 5.687 2.006 0.1 0.0 0.1
C -2.185 5.399 0.654 0.0 0.0 0.0
C -1.273 4.448 0.233 0.0 0.0 0.0
C -0.450 3.763 1.132 -0.1 0.2 -0.2
I 0.869 2.330 0.368 0.1 0.0 0.2
H -1.585 5.231 3.977 0.0 0.0 0.0
H -3.033 6.416 2.353 0.0 0.0 0.0
H -2.801 5.914 -0.075 0.0 0.0 0.0
H -1.190 4.212 -0.821 0.0 0.0 0.0
```
Forces are in eV/Å.

Summary:
- Relative energy (zero: lowest compared OMol25 entry of this formula, charge and spin): 31.46 kcal/mol
- LUMO energy: 4.0 eV
- Largest force on an atom: 0.62 eV/Å
- Net charge: -2
- Kohn-Sham gap: 3.09 eV
- E_HOMO: 0.9 eV

---

net charge of number 1 (C34H26FHfN6O3S3)? +1